This record from OMol25 describes a cluster of 2 separate species, C6H9FO2 in total at a distorted geometry. The level of theory is the ωB97M-V functional and the def2-TZVPD basis.

Atoms and positions in Å:
1 C -2.94 1.64 -0.54
2 C -1.98 1.56 0.21
3 C 0.38 -0.20 -1.38
4 C 1.16 -0.76 1.03
5 C -0.78 1.14 0.92
6 C 0.01 -0.61 0.12
7 O 0.14 2.19 0.91
8 O -0.99 -1.57 0.21
9 F -0.87 0.62 2.21
10 H -3.53 1.96 -1.35
11 H 0.72 -0.99 -2.01
12 H 1.00 0.69 -1.36
13 H -0.63 0.04 -1.80
14 H 0.79 -1.26 1.92
15 H 2.03 -1.22 0.57
16 H 1.44 0.15 1.40
17 H 0.15 2.56 1.85
18 H -1.39 -1.49 1.09

Computed properties:
highest occupied orbital energy	-8.6	eV
ΔE to the lowest compared entry with this formula, charge and spin	376.3	kJ/mol
DFT total energy	-13176.230	eV
net charge	0

These are the Mulliken partial charges, in e, on atoms 1 to 5: -0.167 -0.651 -1.321 -1.265 0.651



This record from OMol25 describes the molecule C13H11ClN4O3 at a distorted geometry. The level of theory is the ωB97M-V functional and the def2-TZVPD basis.

Atoms and positions in Å:
1 C 2.01 1.31 0.93
2 N 0.54 1.43 0.88
3 C -0.20 2.35 1.50
4 C 0.20 3.58 1.97
5 C -0.80 4.55 2.25
6 C -2.10 4.23 2.36
7 C -2.55 2.92 1.93
8 C -1.59 2.03 1.57
9 C -1.65 0.82 0.98
10 N -2.65 -0.15 1.11
11 N -2.45 -1.38 0.66
12 N -1.29 -1.75 0.03
13 O -1.27 -2.91 -0.41
14 C -0.25 -0.92 -0.09
15 C 1.08 -1.19 -0.64
16 O 1.34 -0.67 -1.72
17 O 2.02 -1.83 0.14
18 C 3.41 -1.87 -0.46
19 C 3.45 -2.71 -1.74
20 Cl 5.19 -3.01 -2.07
21 C -0.37 0.41 0.54
22 H 2.42 1.02 -0.09
23 H 2.16 0.43 1.52
24 H 2.49 2.10 1.45
25 H 1.21 3.82 1.80
26 H -0.51 5.55 2.28
27 H -2.82 4.93 2.71
28 H -3.58 2.65 1.90
29 H 3.65 -0.83 -0.63
30 H 4.13 -2.17 0.31
31 H 2.87 -3.61 -1.58
32 H 2.83 -2.20 -2.47

Computed properties:
highest occupied orbital energy	-8.6	eV
ΔE to the lowest compared entry with this formula, charge and spin	141.9	kJ/mol
SMILES	Cn1c2ccccc2c2nn[n+]([O-])c(C(=O)OCCCl)c21
DFT total energy	-38279.755	eV
net charge	0

These are the Mulliken partial charges, in e, on atoms 1 to 5: -0.916 -0.006 0.327 -0.643 -0.640



This record from OMol25 describes a cluster of 21 separate species, H42O21 in total at a distorted geometry. The level of theory is the ωB97M-V functional and the def2-TZVPD basis.

Atoms and positions in Å:
1 O 0.77 1.51 4.90
2 H 0.88 0.58 4.83
3 H -0.19 1.68 5.08
4 O -3.64 -1.45 -2.62
5 H -3.12 -2.01 -1.95
6 H -3.12 -0.66 -2.75
7 O -4.31 -0.74 0.10
8 H -5.14 -0.49 -0.35
9 H -4.76 -1.67 0.27
10 O 0.11 -1.63 3.97
11 H 0.16 -2.41 4.53
12 H -0.57 -1.84 3.35
13 O -2.17 -0.37 1.76
14 H -2.43 0.49 2.07
15 H -2.88 -0.53 1.13
16 O 0.76 3.87 -2.15
17 H 0.83 4.08 -1.19
18 H 1.67 3.63 -2.07
19 O 2.86 0.08 -0.05
20 H 3.49 -0.24 0.63
21 H 2.64 0.93 0.31
22 O 1.01 -0.91 1.55
23 H 1.31 -0.87 0.57
24 H 0.18 -0.39 1.44
25 O -1.63 -0.51 -4.69
26 H -1.06 -0.97 -4.02
27 H -1.13 -0.11 -5.38
28 O 2.29 2.24 -4.22
29 H 2.58 1.34 -4.24
30 H 1.37 2.34 -3.89
31 O 0.02 5.28 1.61
32 H -0.37 4.81 0.88
33 H 1.00 5.42 1.42
34 O 0.59 -4.11 -2.45
35 H 0.23 -3.77 -3.28
36 H 1.48 -4.19 -2.84
37 O -1.84 -2.25 -1.23
38 H -1.11 -2.90 -1.38
39 H -1.64 -1.80 -0.38
40 O -3.59 1.66 -0.18
41 H -3.44 2.31 -0.85
42 H -3.41 0.89 -0.69
43 O 2.79 -1.59 3.18
44 H 2.07 -0.95 3.34
45 H 3.09 -1.93 4.05
46 O 2.08 -0.12 -2.43
47 H 2.91 0.28 -2.16
48 H 2.24 -1.01 -1.98
49 O 2.39 -5.00 -0.50
50 H 2.84 -4.12 -0.35
51 H 1.73 -4.86 0.21
52 O 0.76 -2.82 -0.51
53 H 0.80 -2.53 0.40
54 H 1.19 -1.96 -0.96
55 O -0.46 1.31 -1.23
56 H -0.47 0.54 -1.77
57 H 0.47 1.40 -1.02
58 O -1.27 2.40 3.41
59 H -1.54 3.30 3.37
60 H -0.81 1.83 2.82
61 O 2.23 3.17 1.62
62 H 1.29 3.24 1.66
63 H 2.50 2.99 2.49

Computed properties:
highest occupied orbital energy (alpha / beta)	-0.3 / -7.5	eV
ΔE to the lowest compared entry with this formula, charge and spin	297.4	kJ/mol
2S+1	2
<S²>	0.751
DFT total energy	-43676.583	eV
net charge	-1

These are the Mulliken partial charges, in e, on atoms 1 to 5: -0.650 0.314 0.308 -0.671 0.459



This record from OMol25 describes a cluster of 2 separate species, C5H13S2 in total. The level of theory is the ωB97M-V functional and the def2-TZVPD basis.

Atoms and positions in Å:
1 C -3.91 -0.43 0.20
2 C -2.41 -0.18 0.27
3 S -1.87 0.81 -1.15
4 H -4.19 -0.95 -0.72
5 H -4.47 0.51 0.23
6 H -4.23 -1.05 1.05
7 H -2.16 0.37 1.17
8 H -1.85 -1.11 0.27
9 H -0.57 0.82 -0.74
10 C 2.75 -0.64 -1.38
11 C 3.12 0.30 -0.23
12 C 2.61 -0.19 1.13
13 S 0.80 -0.22 1.28
14 H 3.25 -1.61 -1.26
15 H 3.01 -0.22 -2.35
16 H 1.67 -0.82 -1.35
17 H 4.21 0.43 -0.20
18 H 2.68 1.28 -0.42
19 H 3.03 0.46 1.90
20 H 3.02 -1.19 1.32

Computed properties:
highest occupied orbital energy	-2.6	eV
ΔE to the lowest compared entry with this formula, charge and spin	10.2	kJ/mol
DFT total energy	-27067.409	eV
net charge	-1

These are the Mulliken partial charges, in e, on atoms 1 to 5: -1.259 -0.288 -0.287 0.332 0.321



This record from OMol25 describes a structure of composition C40H25BrF16N6O3SeSiSn. The level of theory is the ωB97M-V functional and the def2-TZVPD basis.

Atoms and positions in Å:
1 Sn 0.21 -0.52 -0.15
2 C -0.41 -0.17 6.76
3 C 0.12 -0.28 5.35
4 C 1.01 -1.28 4.98
5 C 1.45 -1.37 3.68
6 C 1.03 -0.46 2.71
7 N 1.51 -0.60 1.38
8 C 2.93 -0.57 1.24
9 C 3.67 0.10 2.22
10 C 5.05 0.14 2.20
11 C 5.76 -0.48 1.17
12 C 7.27 -0.43 1.12
13 C 5.03 -1.10 0.18
14 C 3.63 -1.15 0.18
15 C 2.88 -1.83 -0.96
16 O 1.72 -1.18 -1.31
17 C 3.69 -1.84 -2.29
18 F 4.19 -0.63 -2.54
19 F 2.92 -2.17 -3.33
20 F 4.72 -2.71 -2.28
21 C 2.61 -3.31 -0.54
22 F 2.17 -4.07 -1.56
23 F 3.70 -3.90 -0.04
24 F 1.65 -3.36 0.41
25 C 0.14 0.57 3.07
26 C -0.29 0.63 4.39
27 C -0.32 1.55 1.98
28 O -0.75 0.93 0.82
29 C 0.83 2.58 1.67
30 F 0.35 3.71 1.10
31 F 1.73 2.10 0.80
32 F 1.49 2.94 2.78
33 C -1.55 2.39 2.44
34 F -2.50 1.62 2.97
35 F -1.20 3.30 3.37
36 F -2.11 3.05 1.42
37 H 0.10 -0.88 7.42
38 H -1.48 -0.38 6.80
39 H -0.26 0.83 7.17
40 H 1.35 -2.00 5.71
41 H 2.14 -2.15 3.38
42 H 3.15 0.60 3.02
43 H 5.58 0.67 2.98
44 H 7.70 -0.47 2.12
45 H 7.62 0.48 0.64
46 H 7.66 -1.28 0.55
47 H 5.57 -1.57 -0.62
48 H -0.97 1.42 4.70
49 O -3.51 -3.25 5.43
50 C -2.92 -2.85 4.28
51 C -1.67 -3.30 3.87
52 C -1.16 -2.79 2.69
53 N -1.79 -1.90 1.92
54 C -3.00 -1.54 2.31
55 Br -4.03 -0.42 1.16
56 C -3.62 -1.96 3.47
57 H -2.94 -3.88 5.88
58 H -1.10 -4.01 4.46
59 H -0.17 -3.10 2.36
60 H -4.61 -1.62 3.75
61 F -2.02 1.62 -3.11
62 C -2.26 2.85 -3.55
63 C -3.35 3.06 -4.29
64 F -4.15 2.04 -4.57
65 C -3.72 4.38 -4.81
66 C -2.78 5.44 -4.44
67 C -1.70 5.23 -3.68
68 F -0.91 6.24 -3.39
69 C -1.33 3.91 -3.18
70 C -0.22 3.68 -2.43
71 C 0.15 2.37 -1.97
72 N 0.44 1.33 -1.60
73 C 0.71 4.70 -2.01
74 N 1.49 5.48 -1.69
75 F -3.03 6.66 -4.88
76 C -4.82 4.60 -5.56
77 C -5.76 3.57 -5.92
78 N -6.57 2.82 -6.24
79 C -5.20 5.89 -6.08
80 N -5.56 6.87 -6.55
81 C -2.95 -3.77 -3.19
82 Si -1.46 -2.67 -3.34
83 C -1.72 -1.39 -4.66
84 C 0.13 -3.57 -3.49
85 Se -1.67 -1.52 -1.36
86 H -3.32 -4.10 -4.16
87 H -3.76 -3.25 -2.68
88 H -2.70 -4.66 -2.60
89 H -1.96 -1.84 -5.63
90 H -0.83 -0.78 -4.78
91 H -2.55 -0.74 -4.37
92 H 0.19 -4.10 -4.45
93 H 0.21 -4.31 -2.69
94 H 0.97 -2.88 -3.42

Computed properties:
highest occupied orbital energy	-7.7	eV
DFT total energy	-249547.095	eV
net charge	0

These are the Mulliken partial charges, in e, on atoms 1 to 5: 2.531 -1.663 0.645 -1.382 0.012



This record from OMol25 describes a structure of composition C34H31As2F5GeRu at a distorted geometry. The level of theory is the ωB97M-V functional and the def2-TZVPD basis.

Atoms and positions in Å:
1 Ru 0.08 -0.03 0.66
2 C 1.77 -0.67 4.17
3 As 0.35 -0.94 2.90
4 C -1.18 0.04 3.59
5 C -0.31 -2.75 2.98
6 C -0.39 -3.47 4.17
7 C -1.09 -4.67 4.18
8 C -1.71 -5.14 3.02
9 C -1.61 -4.42 1.83
10 C -0.89 -3.23 1.82
11 As -0.38 -2.36 0.18
12 C -1.62 -2.85 -1.22
13 C 1.23 -3.35 -0.25
14 H 1.33 -0.80 5.16
15 H 2.17 0.34 4.07
16 H 2.56 -1.40 4.02
17 H -1.48 -0.45 4.52
18 H -2.02 -0.02 2.89
19 H -0.92 1.08 3.77
20 H 0.07 -3.12 5.08
21 H -1.16 -5.25 5.09
22 H -2.26 -6.07 3.04
23 H -2.06 -4.82 0.93
24 H -1.47 -3.91 -1.44
25 H -1.40 -2.26 -2.11
26 H -2.65 -2.68 -0.91
27 H 1.00 -4.41 -0.16
28 H 2.02 -3.08 0.46
29 H 1.55 -3.14 -1.27
30 C -4.34 0.15 -3.59
31 C -3.36 0.85 -4.27
32 C -2.19 1.20 -3.63
33 C -1.99 0.86 -2.28
34 C -2.99 0.15 -1.60
35 C -4.16 -0.20 -2.25
36 Ge -0.44 1.50 -1.41
37 C -0.68 2.04 0.52
38 C -1.99 2.40 0.88
39 C -2.19 3.23 1.97
40 C -1.09 3.68 2.71
41 C 0.20 3.31 2.38
42 C 0.42 2.50 1.27
43 C 0.87 2.48 -2.41
44 C 1.31 2.03 -3.66
45 C 2.22 2.77 -4.39
46 C 2.70 3.97 -3.89
47 C 2.27 4.43 -2.65
48 C 1.37 3.69 -1.91
49 H -5.26 -0.12 -4.09
50 H -3.51 1.13 -5.31
51 H -1.44 1.76 -4.17
52 H -2.87 -0.12 -0.56
53 H -4.94 -0.73 -1.72
54 H -2.84 2.05 0.31
55 H -3.19 3.54 2.24
56 H -1.26 4.34 3.56
57 H 1.04 3.68 2.95
58 H 1.44 2.29 0.96
59 H 0.94 1.10 -4.07
60 H 2.55 2.40 -5.35
61 H 3.41 4.56 -4.46
62 H 2.63 5.38 -2.26
63 H 1.04 4.08 -0.95
64 F 2.93 0.62 1.76
65 C 3.01 0.20 0.49
66 C 1.81 -0.12 -0.20
67 C 2.02 -0.54 -1.53
68 F 0.93 -0.84 -2.27
69 C 3.24 -0.65 -2.13
70 F 3.35 -1.03 -3.39
71 C 4.39 -0.32 -1.40
72 F 5.56 -0.40 -1.95
73 C 4.26 0.11 -0.07
74 F 5.33 0.42 0.63

Computed properties:
highest occupied orbital energy (alpha / beta)	-17.2 / -17.2	eV
ΔE to the lowest compared entry with this formula, charge and spin	50.8	kJ/mol
2S+1	2
<S²>	0.788
DFT total energy	-230094.104	eV
net charge	+3

These are the Mulliken partial charges, in e, on atoms 1 to 5: -0.122 -1.278 1.027 -1.310 -0.009